Below is 2 unconnected molecules or ions with the total composition C17H25N4OPSi in a non-equilibrium geometry, with properties calculated with the ωB97M-V functional and the def2-TZVPD basis.

As for the net charge: +2. The calculation puts the max |F| at 6.98 eV/Å. The HOMO-LUMO gap comes out at 3.40 eV. For the molar mass, the calculation gives 360.47 g/mol.

Each line ends with the Löwdin charge.
Element x y z (Å)
C -1.98179 1.47410 3.52260  -0.207
Si -1.47558 2.66472 2.04474  0.470
C -3.00823 3.78425 1.71596  -0.221
C -0.06689 3.80266 2.69905  -0.199
N -1.01472 1.58281 0.68358  -0.126
C 0.22139 0.66079 0.70501  0.066
C 0.59961 -0.36935 -0.55183  0.070
C -0.36167 -0.42013 -1.91164  -0.086
C -0.12587 -1.41836 -3.19085  -0.092
C 0.26016 -0.97608 -4.72182  0.064
C 0.41378 -2.17741 -5.87222  0.041
N 0.18022 -3.66477 -5.56428  -0.274
P 0.30403 -4.96639 -6.79578  0.908
N -1.22488 -5.21226 -7.67942  -0.177
O 0.57651 -6.51381 -5.97144  -0.320
C -0.17780 -4.14004 -4.14033  0.029
C -0.34348 -3.04907 -2.90628  0.063
C -1.66090 0.61977 -1.88549  0.072
C -1.91395 1.59471 -0.55140  0.050
H -1.02005 0.97942 3.99069  0.034
H -2.76247 0.65650 3.14149  0.066
H -2.49875 2.08113 4.41044  0.079
H -3.91859 3.23200 1.19476  0.056
H -3.41865 4.12449 2.77949  0.085
H -2.67767 4.72563 1.08202  0.071
H 0.64955 3.13306 3.35160  0.040
H 0.48199 4.41224 1.85608  0.066
H -0.57844 4.61383 3.40680  0.087
H 0.92670 0.66775 1.64272  0.137
H 1.55413 -1.07810 -0.45814  0.131
H 0.41991 0.17604 -4.99059  0.137
H 0.71795 -1.90829 -6.98375  0.143
H -1.47689 -4.41317 -8.30132  0.058
H -2.01165 -5.51373 -7.06387  0.056
H -0.11509 -7.15471 -6.35953  0.093
H -0.33711 -5.28018 -3.86047  0.142
H -0.62715 -3.42409 -1.81531  0.129
H -2.36822 0.61555 -2.82611  0.122
H -2.87275 2.29997 -0.64263  0.139
N 2.31440 1.15651 5.09771  -0.026
C 3.56603 0.70673 4.76657  -0.154
C 4.45257 1.18578 5.70507  -0.100
C 3.70849 1.94638 6.63839  -0.096
C 2.39075 1.90900 6.24080  -0.140
H 1.46692 0.96273 4.58018  0.109
H 3.71853 0.08728 3.89294  0.096
H 5.51971 1.00578 5.71693  0.100
H 4.09247 2.46495 7.50736  0.102
H 1.50342 2.35337 6.67156  0.107

Forces on the atoms, in the same order (eV/Å):
C -0.2982 -0.5474 0.4629
Si -1.2995 1.6490 3.9176
C -0.9772 0.3434 -0.6906
C 0.4513 0.4959 0.1502
N 1.2514 -3.6445 -5.7477
C -1.6215 -1.0814 -3.7292
C -3.0094 2.1313 -0.0726
C -1.0933 2.7953 2.8726
C 0.1770 -2.9981 -2.0933
C -0.6668 -3.8528 1.1719
C -0.8044 -0.1169 3.2926
N -1.6408 3.0792 6.0493
P 1.0075 -2.5750 -3.5768
N 0.8176 0.4658 2.6127
O -2.8646 2.1723 -1.5629
C 0.1038 4.7431 1.4809
C 1.0121 1.0300 -3.6785
C 3.0601 -0.5865 3.0875
C 2.1890 -2.7969 -1.7225
H -2.0022 0.6581 -0.9256
H 1.8111 1.6099 1.0104
H 1.1327 -1.2010 -2.0814
H 1.8353 1.2528 1.0052
H 1.0793 -0.6484 -2.2717
H -0.9375 -1.8157 1.3183
H -1.0618 1.6403 -1.3314
H -0.8090 -1.3329 1.7695
H 1.0215 -1.8804 -1.4409
H -1.7257 0.2022 -1.9640
H -2.3413 1.8590 -0.1495
H -0.3072 -2.9963 0.4561
H -0.7090 -0.7915 2.5800
H 0.2976 -0.9294 0.7262
H 0.4559 0.4530 -0.9462
H 1.3855 1.1378 0.8533
H 0.5134 2.5588 -1.2239
H 0.6867 0.8368 -2.6886
H 1.3991 0.2718 2.3081
H 2.5303 -1.5686 0.7590
N -0.2120 -0.0051 -0.1521
C 0.3140 -0.0197 -0.0766
C -0.0502 -0.2521 -0.3997
C -0.4403 0.1292 0.0602
C 0.0501 0.2176 0.2198
H 0.3615 0.0032 0.3793
H 0.0446 0.0675 0.1656
H -0.2022 0.0150 -0.0046
H -0.0928 -0.1075 -0.1567
H 0.1783 -0.0701 -0.0224